C40H60F3O31V as an isolated structure at a distorted geometry. Source: the Open Molecules 2025 dataset; level of theory: the ωB97M-V functional and the def2-TZVPD basis.

Its LUMO energy is -1.261 eV. The molar mass comes out at 1144.8 g mol⁻¹.

```
135
C40H60F3O31V (the ωB97M-V functional and the def2-TZVPD basis)
O -2.41279 0.86138 -3.90258
V -3.02162 0.12834 -2.63732
O -4.22752 -0.79647 -3.13113
C -1.76612 0.11934 -0.14879
O -1.09851 0.16440 -1.42935
O -3.03994 -0.02052 -0.46079
C -1.19588 -1.01706 0.69696
F -1.76670 -1.01199 1.91883
F -1.40323 -2.22516 0.17370
F 0.12934 -0.87448 0.90944
C 0.26494 0.59151 -1.51453
C 0.48147 1.26880 -2.84136
H 1.51593 1.53137 -3.07140
H 0.18252 0.66034 -3.69618
H -0.06155 2.21540 -2.89827
H 0.92089 -0.27752 -1.44031
H 0.56739 1.27129 -0.71386
H -1.53573 1.07340 0.35400
C -1.03294 4.83439 -1.36782
C -2.43908 4.49916 -0.93803
C -3.53959 5.30065 -1.66973
O -4.36818 4.30509 -2.26202
C -3.88476 3.09485 -2.00455
O -4.39630 2.06600 -2.35885
O -2.75770 3.14907 -1.29007
H -0.36278 4.02984 -1.06295
H -0.70805 5.77453 -0.92154
H -0.93739 4.97443 -2.44833
H -2.52739 4.67715 0.13177
H -3.09605 5.99269 -2.38831
H -4.12817 5.93253 -1.00620
C 2.51470 -0.34486 -7.24893
C 3.68156 -0.37716 -6.29177
C 4.15837 1.01633 -5.83949
O 3.89660 1.04969 -4.43976
C 3.51748 -0.18183 -4.00952
O 3.33458 -0.43685 -2.86548
O 3.27500 -0.98062 -5.05788
H 2.78925 0.01033 -8.24218
H 1.76086 0.35820 -6.87938
H 2.03099 -1.31544 -7.34390
H 4.49686 -0.92585 -6.76151
H 3.62410 1.81908 -6.34086
H 5.23870 1.06008 -5.97858
C -3.78223 -4.61244 -1.03932
C -2.34089 -4.74326 -1.48148
C -1.56113 -5.86273 -0.76382
O -0.92955 -6.57511 -1.80115
C -1.44571 -6.21361 -3.00545
O -1.15747 -6.70984 -4.04136
O -2.33875 -5.21449 -2.84493
H -3.78548 -4.45867 0.04358
H -4.23745 -5.59547 -1.16845
H -4.31712 -3.81846 -1.55077
H -1.79361 -3.80468 -1.42466
H -2.20699 -6.42328 -0.08684
H -0.77866 -5.37796 -0.17432
C 0.38979 2.80430 5.43946
C 0.78822 3.07803 4.00610
C 0.20278 2.06995 2.99108
O -0.46086 2.91296 2.03512
C -0.53899 4.17296 2.50117
O -1.20082 5.04280 2.02940
O 0.20208 4.32333 3.61058
H 0.38650 3.73567 6.00282
H 1.01636 2.05156 5.91767
H -0.60257 2.35767 5.54342
H 1.87083 3.08018 3.90315
H -0.55728 1.40657 3.39971
H 1.02836 1.49312 2.58237
C 3.57771 -3.29923 3.74458
C 2.89408 -2.00511 3.35270
C 1.67412 -1.61766 4.21014
O 1.87199 -0.22017 4.43486
C 3.10083 0.14517 4.02773
O 3.53262 1.24221 4.16287
O 3.77843 -0.89204 3.51114
H 3.90255 -3.20184 4.78274
H 4.44526 -3.46334 3.11118
H 2.88227 -4.13561 3.68034
H 2.60924 -2.10220 2.29954
H 1.56013 -2.18976 5.12903
H 0.79024 -1.74276 3.58305
C 2.50917 4.74939 -3.27648
C 3.88171 5.28128 -3.64478
C 4.52498 4.52846 -4.80662
O 4.28823 5.37814 -5.92939
C 4.00075 6.62584 -5.49025
O 3.90116 7.58376 -6.17930
O 3.83895 6.61253 -4.14539
H 2.58819 3.73062 -2.90089
H 1.84412 4.75516 -4.14568
H 2.04179 5.40359 -2.53918
H 4.49068 5.24543 -2.74279
H 4.16479 3.52866 -5.02212
H 5.61126 4.45442 -4.69163
C -5.37691 0.10655 2.27903
C -5.65048 -1.06994 1.37390
C -4.76941 -2.25896 1.71237
O -5.66456 -3.37813 1.63411
C -6.94170 -2.93816 1.56510
O -7.90846 -3.62339 1.58434
O -6.97754 -1.58251 1.50383
H -5.43976 -0.22181 3.31865
H -5.98470 0.98508 2.08328
H -4.33029 0.38936 2.12434
H -5.50002 -0.78722 0.33244
H -4.36827 -2.29636 2.72956
H -3.93464 -2.33705 1.01818
C 2.10842 -3.15220 -0.86044
C 3.60830 -3.23804 -0.99557
C 4.37481 -3.80855 0.21591
O 5.21862 -4.80410 -0.31787
C 4.97974 -4.95360 -1.64595
O 5.62904 -5.61383 -2.38428
O 3.90814 -4.22105 -2.00905
H 1.66052 -4.09238 -0.53984
H 1.68120 -2.84524 -1.81428
H 1.90098 -2.37590 -0.11848
H 4.02715 -2.28457 -1.31517
H 3.67248 -4.11588 0.99411
H 4.98522 -3.01721 0.65762
C -2.58870 -0.05208 4.99681
C -2.02357 -0.19565 6.38495
C -2.25504 -1.55719 7.03001
O -1.02278 -1.84508 7.68038
C -0.08368 -0.93834 7.30991
O 1.02306 -0.90857 7.73152
O -0.59493 -0.07497 6.39992
H -1.99714 -0.67017 4.31618
H -2.62076 0.97203 4.63442
H -3.58487 -0.49503 4.93298
H -2.44596 0.59567 7.01297
H -2.48040 -2.30636 6.26499
H -3.06130 -1.54698 7.75936
```

C6H9N3OSe as an isolated structure at a distorted geometry. Source: the Open Molecules 2025 dataset; level of theory: the ωB97M-V functional and the def2-TZVPD basis.

Its LUMO energy is 0.549 eV. The molar mass comes out at 218.1 g mol⁻¹.

```
20
C6H9N3OSe (the ωB97M-V functional and the def2-TZVPD basis)
C -1.62846 0.00336 0.31541
C 0.64006 2.19887 -0.13978
C -1.03354 -1.16054 -0.14150
C 0.87598 -0.07598 0.13685
C -0.21704 3.31015 -0.47990
C -1.24406 -3.54689 -0.76794
N 0.02556 1.05302 0.20816
N 0.29139 -1.23083 -0.00065
N 2.19453 -0.00619 0.43225
O -1.76830 -2.22975 -0.40068
Se -3.16001 1.09297 0.13390
H -1.08602 3.43053 0.10704
H 0.30401 4.17941 -0.22812
H -0.41829 3.01087 -1.50672
H -0.33749 -3.77234 -0.38583
H -1.08248 -3.54527 -1.88018
H -2.11707 -4.19105 -0.50900
H 2.71437 0.91361 0.54370
H 2.61060 -0.87489 0.59991
H -3.58268 0.90556 -1.23360
```

A 5-piece molecular cluster, C22H29Cl8N2O5P overall at a distorted geometry. Source: the Open Molecules 2025 dataset; level of theory: the ωB97M-V functional and the def2-TZVPD basis.

Its LUMO energy is -0.841 eV. The molar mass comes out at 716.1 g mol⁻¹. The SMILES is C=Cc1ccc2c(c1)C(=O)C(CCN(CC)C(C)=O)=C(P(=N)(O)O)C2=O.ClCCl.ClCCl.ClCCl.ClCCl.

```
67
C22H29Cl8N2O5P (the ωB97M-V functional and the def2-TZVPD basis)
C 2.63211 2.68832 3.71830
C 1.29149 2.36581 3.66863
C 0.80223 1.10082 3.12333
C 1.50270 -0.06785 3.42704
C 1.07963 -1.28697 2.90539
C -0.03040 -1.32324 2.08550
C -0.75764 -0.16720 1.80180
C -0.34794 1.04334 2.31903
C -1.94631 -0.28267 0.91582
O -2.92391 0.41303 1.05142
C -1.82975 -1.30034 -0.18425
C -2.47112 -0.95312 -1.49668
C -3.89739 -1.54110 -1.72680
N -4.50680 -2.13233 -0.52693
C -5.86411 -1.54830 -0.28632
C -5.82225 -0.18133 0.36672
C -4.74783 -3.54349 -0.69374
C -4.57540 -4.35653 0.56389
O -5.09407 -4.04328 -1.73228
C -1.11982 -2.40860 0.09301
P -0.79605 -3.68819 -1.14163
N 0.47865 -3.29377 -1.95323
O -2.10187 -3.89981 -2.03924
O -0.57384 -5.04677 -0.35939
C -0.51178 -2.58791 1.46247
O -0.42644 -3.65626 2.01658
H 3.21730 2.84955 2.81559
H 3.17934 2.79573 4.65341
H 0.56105 3.09838 4.01500
H 2.38388 -0.04879 4.05116
H 1.59846 -2.21341 3.11030
H -0.88865 1.95192 2.08971
H -1.80850 -1.31544 -2.28320
H -2.50908 0.13314 -1.56825
H -3.85906 -2.23344 -2.56281
H -4.53166 -0.71664 -2.05269
H -6.42489 -1.55878 -1.22648
H -6.36836 -2.24573 0.38748
H -6.82923 0.23836 0.33693
H -5.48689 -0.25084 1.39712
H -5.15697 0.47421 -0.19098
H -5.36325 -4.04919 1.25649
H -3.59970 -4.20242 1.01729
H -4.77267 -5.39742 0.32230
H 0.33105 -3.21034 -2.95116
H -1.89674 -3.78218 -2.97469
H 0.24226 -5.43514 -0.70571
Cl 4.97142 3.77189 1.08791
C 6.30954 2.90480 1.86198
Cl 5.83548 1.26667 2.33728
H 7.13513 2.83848 1.16292
H 6.61102 3.44905 2.74560
Cl 8.02257 5.49090 2.69502
C 9.30418 5.58719 1.48037
Cl 8.66416 5.64118 -0.16457
H 9.88023 6.48674 1.65911
H 9.93263 4.70971 1.57402
Cl 4.24503 5.80876 -1.97674
C 5.83656 5.60020 -2.70828
Cl 6.00895 6.52009 -4.20866
H 6.58138 5.94747 -2.00415
H 5.97996 4.54927 -2.92900
Cl -1.68748 -1.65423 -4.78696
C -2.96644 -1.19865 -5.92742
Cl -4.14243 -0.10681 -5.19527
H -2.50476 -0.69813 -6.76959
H -3.47693 -2.09833 -6.24875
```

C33H42N3PRuS as an isolated structure at a distorted geometry. Source: the Open Molecules 2025 dataset; level of theory: the ωB97M-V functional and the def2-TZVPD basis.

Its LUMO energy (alpha / beta) is -11.813 / -11.040 eV. Its spin multiplicity is 2. The molar mass comes out at 644.8 g mol⁻¹. As for the expectation value of S²: 1.248. As for the total charge: +3.

```
81
C33H42N3PRuS (the ωB97M-V functional and the def2-TZVPD basis)
Ru -0.11590 -0.39700 0.53890
C -1.33700 3.48170 2.90450
C -0.46290 2.29480 2.70030
C 0.58120 2.31850 1.76310
C 1.45090 1.22780 1.59500
C 2.66860 1.32750 0.72640
C 1.26560 0.07920 2.41530
C 0.25240 0.06470 3.39810
C 0.19220 -1.01650 4.41820
C -0.61580 1.15910 3.49660
H -0.87930 4.14180 3.64500
H -2.31220 3.19770 3.29660
H -1.45540 4.06970 1.99750
H 0.77310 3.22850 1.21010
H 3.50950 1.67370 1.33270
H 2.54150 2.04410 -0.08340
H 2.94930 0.35000 0.32120
H 2.05620 -0.66910 2.46280
H 0.64240 -0.63840 5.34110
H 0.75610 -1.89850 4.12350
H -0.83410 -1.28680 4.66070
H -1.36980 1.15730 4.27270
N -2.87020 2.84040 -0.46850
C -1.92450 3.41610 -1.28260
C -1.87160 4.63970 -1.92970
C -0.72770 4.91120 -2.67120
C 0.32390 3.98500 -2.76330
C 0.28510 2.77790 -2.10460
C -0.85010 2.48530 -1.33550
N -1.16680 1.40940 -0.55430
C -2.38060 1.65480 -0.04940
C -3.05140 0.73970 0.83420
C -4.32560 0.85390 1.34500
S -4.72080 -0.49650 2.30090
C -3.16340 -1.13770 1.98760
N -2.39900 -0.40440 1.22770
H -3.77840 3.22970 -0.26030
H -2.66880 5.36060 -1.85250
H -0.64390 5.85290 -3.19120
H 1.18070 4.23240 -3.36910
H 1.10320 2.08000 -2.17370
H -5.03250 1.64680 1.19300
H -2.85860 -2.08820 2.38260
C 3.52990 -2.69750 -0.97510
C 2.47980 -3.43160 -0.16440
C 2.76880 -3.30630 1.32730
C 2.35710 -4.88800 -0.57230
P 0.74890 -2.57350 -0.43550
C -0.39480 -3.79650 0.26570
C -0.78520 -3.55190 1.59070
C -1.53510 -4.48170 2.28340
C -1.90790 -5.66890 1.66240
C -1.55440 -5.90420 0.33880
C -0.80710 -4.97410 -0.36010
C 0.30250 -2.27350 -2.26320
C 0.99160 -0.94690 -2.60390
C 0.68100 -3.34120 -3.27710
C -1.21610 -2.06170 -2.22900
H 4.51380 -3.05280 -0.67040
H 3.50720 -1.62270 -0.79840
H 3.44290 -2.89040 -2.04010
H 3.58400 -3.98200 1.58190
H 1.90980 -3.58490 1.93800
H 3.09640 -2.29990 1.58010
H 3.35640 -5.32320 -0.56490
H 1.97160 -5.01690 -1.57950
H 1.74250 -5.45540 0.12290
H -0.45660 -2.62020 2.06530
H -1.81270 -4.30690 3.31240
H -2.47130 -6.40820 2.20910
H -1.84660 -6.82610 -0.13840
H -0.52830 -5.18530 -1.38070
H 2.06540 -1.06660 -2.73000
H 0.80890 -0.20640 -1.79610
H 0.59540 -0.55070 -3.53760
H 1.74730 -3.56020 -3.27140
H 0.43820 -2.97760 -4.27670
H 0.12230 -4.26300 -3.13420
H -1.49410 -1.36390 -1.41290
H -1.75080 -2.99700 -2.07260
H -1.54900 -1.63320 -3.17380
```